# 1
A structure of composition C4H8O2, computed with the ωB97M-V functional and the def2-TZVPD basis.

As for the orbital gap: 9.2 eV. As for the HOMO energy: -8.5 eV. The calculation puts the energy relative to the best compared isomer or geometry (same formula, charge and spin) at 108.1 kcal per mole.

The geometry in ORCA input format:
```
! wB97M-V def2-TZVPD RIJCOSX def2/J DEFGRID3
* xyz 0 1
O -0.88 1.37 -0.56
O -1.30 -1.13 -0.92
C 0.71 0.08 0.97
C 1.69 0.04 -0.17
C -0.60 0.63 0.63
C -1.00 -0.89 0.41
H -1.16 1.11 1.44
H 2.47 -0.71 -0.01
H -1.50 -0.25 -1.29
H -0.09 -1.49 0.74
H 1.28 -0.09 -1.19
H -0.06 1.49 -1.04
H 2.19 1.02 -0.13
H -1.76 -1.19 1.12
*
```

These are the Mulliken partial charges, in e, on atoms 1 to 4: -0.65 -0.53 -0.26 -1.05

---

# 2
A cluster of 2 separate species, C4H8O2 in total, computed with the ωB97M-V functional and the def2-TZVPD basis.

As for the orbital gap: 8.7 eV. As for the HOMO energy: -7.9 eV. The calculation puts the energy relative to the best compared isomer or geometry (same formula, charge and spin) at 117.3 kcal per mole.

The geometry in ORCA input format:
```
! wB97M-V def2-TZVPD RIJCOSX def2/J DEFGRID3
* xyz 0 1
O 0.57 0.22 0.25
O 1.84 -1.55 -0.26
C -0.97 -0.15 -0.97
C 0.59 1.65 0.35
C 1.75 -0.45 0.21
C -1.73 -1.08 -0.07
H 1.27 1.96 1.14
H -2.60 -1.32 -0.71
H -0.44 1.94 0.56
H -1.26 -2.02 0.22
H 2.58 0.11 0.67
H -0.33 -0.79 -1.60
H -2.14 -0.58 0.82
H 0.88 2.07 -0.62
*
```

These are the Mulliken partial charges, in e, on atoms 1 to 4: -0.11 -0.41 -0.29 -0.76